Below is a molecular structure, C28H38N7O5P, with properties calculated with wB97M-V/def2-TZVPD.

HOMO ... -2.839 eV
Charge ... -2
Spin multiplicity ... 1
Frontier orbital gap ... 7.572 eV
Total energy ... -2190.3315 Ha
ΔE to the lowest compared entry with this formula, charge and spin ... 2.599 eV

```
79
Properties=species:S:1:pos:R:3:forces:R:3:lowdin_charge:R:1
O -22.853086 11.360891 38.670365 0.403 -0.382 0.856 0.06
H -22.989987 11.015721 39.621451 0.157 0.664 -1.373 0.10
H -22.069107 10.723882 38.338791 -0.282 1.230 0.412 0.12
H -22.227039 12.265439 38.759704 0.552 -1.327 -0.139 0.12
P -19.767879 11.818780 38.998286 1.909 0.540 2.045 -0.16
O -19.775257 11.331290 40.382578 -0.098 0.272 4.043 -0.29
O -20.855008 12.839206 38.699871 -3.535 3.599 -0.333 -0.32
O -20.421200 10.741706 38.240671 -2.565 -6.146 -3.347 -0.35
O -18.465421 12.070825 38.474736 3.965 1.901 -1.888 -0.27
N -19.128051 8.685749 37.596496 -1.722 6.575 -3.340 -0.04
C -18.717148 7.952044 38.551243 2.934 -3.354 1.398 -0.27
C -18.056409 6.879780 38.003218 -0.480 -4.118 -3.519 -0.11
C -18.398748 6.994717 36.443793 3.479 -3.063 4.173 -0.14
C -18.818085 8.244468 36.282450 -2.379 1.168 -0.008 -0.17
H -19.476948 9.795867 37.954074 0.077 -2.381 -1.123 0.12
H -18.644875 8.300930 39.549999 -0.458 0.341 0.755 0.10
H -17.615929 5.799823 38.298937 -1.162 2.969 0.079 0.08
H -18.065384 6.078847 35.915769 -0.435 1.326 -0.554 0.06
H -19.152834 8.769034 35.319796 0.439 -0.585 1.975 0.12
N -24.828902 10.825578 34.976188 -1.179 1.108 0.844 0.01
C -25.731573 10.462320 34.039896 -1.810 -0.369 -1.346 -0.18
C -27.001730 10.956652 34.404747 0.371 0.524 1.630 -0.11
C -26.747546 11.704766 35.705555 3.271 -3.050 -3.708 -0.08
C -25.348500 11.571349 36.012360 -5.300 -1.478 -4.253 -0.08
H -23.925439 10.462944 34.906464 1.732 -0.231 0.130 0.02
H -25.433376 9.859512 33.094570 -0.396 1.168 2.074 0.13
H -28.040688 10.758915 33.926103 2.252 0.458 0.817 0.09
H -27.511251 11.919758 36.334111 -1.920 1.350 1.854 0.02
H -24.923532 12.037075 36.799067 2.045 0.805 2.329 0.04
N -24.806273 14.111499 39.309005 2.841 0.477 1.698 0.02
C -25.803079 14.563297 38.531093 0.601 1.831 -3.231 -0.18
C -26.907731 13.815120 38.709018 1.383 -3.145 4.005 -0.09
C -26.523531 12.850584 39.859584 -0.674 0.681 -1.031 -0.07
C -25.254779 13.211488 40.191526 -1.308 -1.661 -0.266 -0.19
H -23.775244 14.235857 39.328259 -1.351 1.064 -0.499 0.12
H -25.594228 15.369629 37.746467 -0.343 -1.394 1.347 0.14
H -27.840829 13.729948 38.289141 -1.724 0.523 -1.260 0.04
H -26.914031 11.905606 40.329270 -0.392 1.482 -0.777 0.09
H -24.696560 12.739146 40.967013 0.814 0.032 0.069 0.08
N -21.636809 14.868678 39.857894 1.093 -4.383 -1.396 -0.02
C -21.757090 14.811758 41.214881 1.731 -1.358 0.555 -0.18
C -22.344916 15.934284 41.648035 -2.201 2.153 -3.367 -0.07
C -22.818049 16.613591 40.330412 1.012 -0.624 5.494 -0.11
C -22.313098 15.864069 39.377956 -2.021 2.862 -5.162 -0.31
H -21.317145 13.962357 39.171623 0.594 1.253 2.159 0.06
H -21.317567 13.942414 41.746693 -0.202 0.882 -0.420 0.11
H -22.603009 16.334965 42.581945 -0.113 -0.024 1.250 0.05
H -23.492155 17.396248 40.320088 -0.997 1.567 -0.318 0.05
H -22.628284 16.088978 38.253275 1.399 -1.058 2.260 0.16
N -21.510930 10.346470 36.061097 0.518 -2.300 0.941 0.02
C -21.633691 11.247650 35.048243 -2.046 -8.481 0.156 -0.18
C -22.067845 10.636840 33.943106 -3.072 -1.785 -3.405 -0.12
C -22.501344 9.238433 34.339720 1.694 0.031 0.659 -0.12
C -22.038317 9.108298 35.685313 -0.238 5.359 -5.163 -0.11
H -20.727165 10.333053 36.908789 -2.205 1.398 -1.328 0.12
H -21.209467 12.055512 35.071601 4.244 8.850 0.684 0.02
H -22.353869 11.188290 32.925451 0.785 -1.418 2.438 0.13
H -22.938830 8.378646 33.736319 0.586 1.578 0.762 0.10
H -22.115945 8.403024 36.369098 -0.174 -3.425 2.777 0.06
N -21.914167 10.254930 41.080001 -3.634 -0.702 1.506 -0.02
C -22.482839 9.098998 40.426011 0.293 3.173 4.254 -0.13
C -23.690828 8.840927 41.006923 1.685 6.351 2.440 -0.05
C -24.020480 10.073932 41.939094 7.542 -1.975 -4.799 -0.07
C -22.838665 10.851967 42.038717 1.830 -1.829 -2.074 -0.10
H -21.030936 10.764380 40.881847 1.489 -0.068 -0.705 0.00
H -21.837352 8.492996 39.895453 1.010 -0.930 -1.524 0.09
H -24.336245 8.206472 40.612652 -3.022 -2.992 -1.167 0.02
H -24.712411 10.146333 42.585263 -5.460 0.389 4.227 -0.02
H -22.312636 11.729522 42.682223 -2.060 -2.200 -1.655 0.15
N -21.303673 14.327645 36.523919 -3.286 -6.384 5.876 0.01
C -20.642529 15.338372 36.100863 1.706 -0.046 -0.140 -0.22
C -21.203640 15.792343 35.011970 -3.335 1.463 -3.481 -0.09
C -22.490957 15.088276 34.983291 -0.376 3.131 -4.908 -0.15
C -22.493557 14.168639 35.887177 -1.504 -2.914 2.189 -0.20
H -21.195794 13.670521 37.431541 1.101 1.788 -2.135 0.14
H -19.826581 15.507580 36.650540 3.496 1.200 1.318 0.09
H -20.843305 16.363851 34.166783 0.062 0.520 0.586 0.08
H -23.305559 15.170436 34.264334 0.405 0.327 -0.099 0.09
H -23.334815 13.402073 36.055403 1.957 1.221 0.174 0.13
```
Forces are in eV/Å.